Entry 1:
This record from OMol25 describes a molecular structure, C15H10Br2N3OOsS. The level of theory is wB97M-V/def2-TZVPD.

```
! RIJCOSX wB97M-V def2-TZVPD def2/J DEFGRID3
* xyz 2 2
Os 0.06 -0.14 -0.78
O 1.25 -1.92 -0.76
N 0.70 -3.08 -1.07
C 1.51 -4.15 -1.16
C 1.00 -5.41 -1.42
C -0.37 -5.56 -1.61
C -1.19 -4.44 -1.54
C -0.64 -3.19 -1.27
S -1.66 -1.78 -1.23
H 2.56 -3.96 -1.00
H 1.67 -6.25 -1.49
H -0.79 -6.54 -1.80
H -2.25 -4.50 -1.69
Br 0.50 2.75 5.46
C 0.13 1.93 3.80
C -0.18 0.57 3.73
C -0.38 0.01 2.48
N -0.32 0.72 1.35
C -0.08 2.05 1.41
C 0.17 2.68 2.62
C -0.09 2.75 0.11
C -0.24 4.13 0.01
C -0.25 4.72 -1.25
Br -0.42 6.60 -1.43
C -0.09 3.90 -2.38
C 0.05 2.55 -2.19
N 0.05 1.97 -0.99
H -0.27 -0.04 4.62
H -0.60 -1.04 2.38
H 0.42 3.72 2.65
H -0.38 4.74 0.88
H -0.08 4.32 -3.37
H 0.19 1.90 -3.05
*
```

Calculated total energy = -175604.819 eV
<S²> = 0.761
Gap between HOMO and LUMO (alpha / beta) = 6.7 / 6.9 eV
Energy relative to the best compared isomer or geometry (same formula, charge and spin) = 1.100 eV

Entry 2:
This record from OMol25 describes a single C21H21NO molecule. The level of theory is wB97M-V/def2-TZVPD.

```
! RIJCOSX wB97M-V def2-TZVPD def2/J DEFGRID3
* xyz 0 1
O 3.88 -1.34 1.81
C 2.95 -0.56 1.78
C 1.13 0.27 0.74
C 0.31 -0.01 -0.31
C 1.12 0.00 5.03
C -0.03 0.61 4.47
C 2.02 -2.11 -3.15
C 3.17 -2.35 -2.45
C 2.14 -0.45 4.19
C -0.13 0.72 3.06
C 1.08 -1.21 -2.57
C 3.33 -1.62 -1.32
C 2.10 -0.17 2.84
C 0.99 0.33 2.23
C 1.24 -0.64 -1.30
C 2.44 -0.85 -0.73
N -2.21 1.09 -1.89
C 2.57 0.05 0.49
C -3.06 0.19 -2.78
C -2.00 2.38 -2.53
C -3.52 0.73 0.13
C -1.20 -0.19 0.02
C -2.09 0.98 -0.39
H 1.18 -0.21 6.10
H -0.80 1.05 5.11
H 1.78 -2.44 -4.18
H 4.01 -3.02 -2.79
H 2.96 -0.99 4.63
H -1.07 1.21 2.59
H 0.10 -1.13 -3.09
H 4.28 -1.58 -0.79
H 3.15 0.97 0.47
H -3.02 -0.88 -2.43
H -2.64 0.29 -3.73
H -4.13 0.48 -2.79
H -1.90 2.33 -3.62
H -1.05 2.63 -2.05
H -2.77 3.16 -2.26
H -3.97 -0.16 -0.29
H -4.17 1.56 -0.12
H -3.52 0.55 1.20
H -1.37 -0.39 1.08
H -1.51 -1.20 -0.49
H -1.75 1.89 0.06
*
```

SMILES string = C[C@@H](CC1=C2c3ccccc3C(=O)[C@H]2c2ccccc21)N(C)C
Calculated total energy = -25652.349 eV
Gap between HOMO and LUMO = 7.9 eV
Energy relative to the best compared isomer or geometry (same formula, charge and spin) = 3.185 eV

Entry 3:
This record from OMol25 describes a single C3H6FOP molecule. The level of theory is wB97M-V/def2-TZVPD.

```
! RIJCOSX wB97M-V def2-TZVPD def2/J DEFGRID3
* xyz 0 3
C -2.02 -0.90 0.99
C -1.02 -0.14 0.62
C 0.39 -0.39 0.51
O 1.12 1.80 -1.21
F 2.76 0.18 -0.27
P 1.26 0.23 -0.82
H -2.99 -0.51 0.82
H -2.11 -1.85 1.47
H -1.26 0.85 0.20
H 0.80 -1.48 0.49
H 1.57 2.39 -0.61
H 1.51 -0.19 -2.18
*
```

Calculated total energy = -17257.328 eV
<S²> = 2.027
Gap between HOMO and LUMO (alpha / beta) = 5.2 / 9.4 eV
Energy relative to the best compared isomer or geometry (same formula, charge and spin) = 0.245 eV

Which of these has the lowest energy relative to the best compared isomer or geometry (same formula, charge and spin)?
C3H6FOP